(1)
A structure of composition C67H66MoN7O8P2S4, computed with wB97M-V/def2-TZVPD.

Computed properties:
E: -161132.9860 eV
⟨S²⟩: 2.046
net charge: +1
E_HOMO (alpha / beta): -9.1 / -9.3 eV
multiplicity: 3

Last column: Löwdin charge in e.
Positions of all 155 atoms, in Å:
Mo 1.04 -0.19 -0.32  1.43
C -7.09 2.94 -4.24  -0.07
O -6.67 2.92 -2.89  -0.10
C -5.72 3.80 -2.51  -0.27
C -5.21 3.63 -1.21  0.00
C -4.18 4.42 -0.77  -0.01
C -3.66 5.43 -1.58  -0.30
C -4.24 5.67 -2.82  -0.02
C -5.24 4.84 -3.30  -0.01
N -2.61 6.27 -1.18  0.08
N -1.69 5.95 -0.42  0.07
C -1.14 4.72 -0.11  -0.23
C -0.58 4.61 1.16  0.00
C 0.03 3.45 1.61  0.02
C 0.18 2.37 0.75  -0.33
O 0.80 1.25 1.04  -0.34
C -0.29 2.48 -0.57  -0.14
N -0.02 1.39 -1.35  0.01
C -0.41 1.43 -2.61  -0.12
C -1.02 2.55 -3.17  0.00
C -1.28 3.66 -2.40  0.04
C -0.96 3.64 -1.04  -0.07
H -7.73 2.07 -4.37  0.09
H -6.24 2.87 -4.93  0.10
H -7.67 3.84 -4.47  0.10
H -5.63 2.85 -0.60  0.11
H -3.79 4.30 0.24  0.11
H -3.87 6.49 -3.42  0.12
H -5.64 5.01 -4.29  0.11
H -0.69 5.46 1.82  0.12
H 0.43 3.38 2.62  0.11
H -0.21 0.57 -3.22  0.09
H -1.29 2.53 -4.22  0.12
H -1.72 4.54 -2.86  0.11
C 0.56 0.03 7.86  -0.41
S 0.89 -1.64 7.23  0.81
C 1.74 -1.14 5.70  -0.51
C 2.05 -2.34 4.83  -0.23
C 2.82 -1.98 3.56  -0.22
N 2.10 -1.32 2.44  -0.39
P 2.91 -0.10 1.45  1.01
C 4.56 -0.90 1.26  -0.30
C 5.50 -0.96 2.28  -0.10
C 6.68 -1.68 2.12  -0.06
C 6.93 -2.36 0.94  -0.07
C 6.02 -2.28 -0.10  -0.06
C 4.85 -1.54 0.06  -0.13
C 3.20 1.18 2.72  -0.30
C 4.39 1.90 2.78  -0.09
C 4.58 2.86 3.77  -0.06
C 3.59 3.09 4.72  -0.07
C 2.39 2.40 4.64  -0.08
C 2.19 1.46 3.64  -0.12
P 0.69 -1.79 1.64  0.97
C -0.59 -1.86 2.93  -0.34
C -0.97 -0.65 3.52  -0.18
C -1.85 -0.64 4.59  -0.09
C -2.36 -1.83 5.08  -0.06
C -2.01 -3.03 4.49  -0.05
C -1.14 -3.05 3.41  -0.08
C 0.80 -3.54 1.14  -0.39
C -0.34 -4.09 0.54  -0.13
C -0.28 -5.33 -0.07  -0.06
C 0.91 -6.05 -0.06  -0.07
C 2.03 -5.52 0.56  -0.07
C 1.99 -4.26 1.13  -0.12
H 0.06 -0.08 8.82  0.03
H -0.08 0.56 7.16  0.02
H 1.50 0.56 7.99  0.03
H 2.66 -0.62 5.98  0.09
H 1.07 -0.45 5.18  0.04
H 1.14 -2.88 4.60  0.09
H 2.69 -3.03 5.40  0.12
H 3.30 -2.89 3.20  0.10
H 3.60 -1.28 3.85  0.09
H 5.34 -0.42 3.20  0.10
H 7.39 -1.72 2.93  0.11
H 7.83 -2.94 0.82  0.11
H 6.20 -2.78 -1.04  0.11
H 4.16 -1.48 -0.77  0.00
H 5.16 1.73 2.06  0.10
H 5.50 3.41 3.81  0.11
H 3.75 3.82 5.50  0.11
H 1.60 2.60 5.36  0.11
H 1.26 0.94 3.56  0.07
H -0.57 0.27 3.11  0.08
H -2.14 0.31 5.04  0.11
H -3.02 -1.82 5.94  0.11
H -2.41 -3.96 4.87  0.11
H -0.86 -3.99 2.97  0.10
H -1.27 -3.53 0.52  0.09
H -1.16 -5.73 -0.56  0.12
H 0.96 -7.01 -0.55  0.11
H 2.96 -6.08 0.56  0.11
H 2.89 -3.82 1.53  0.09
O -2.43 -0.44 -2.49  -0.26
S -1.85 -1.60 -1.91  0.70
O -2.56 -2.30 -0.88  -0.28
N -0.21 -1.37 -1.47  -0.28
C 0.50 -2.37 -1.98  -0.73
S 2.09 -2.39 -1.45  0.87
C -0.14 -3.22 -2.96  -0.22
C 0.41 -4.21 -3.74  0.01
C -0.40 -4.83 -4.68  -0.04
C -1.72 -4.46 -4.84  -0.04
C -2.28 -3.45 -4.06  -0.01
C -1.46 -2.84 -3.13  -0.19
H 1.46 -4.48 -3.63  0.12
H 0.01 -5.62 -5.31  0.11
H -2.34 -4.94 -5.59  0.12
H -3.30 -3.12 -4.19  0.13
C 4.54 -1.67 -4.34  -0.07
C 4.06 -0.35 -4.95  -0.17
C 3.76 0.74 -3.91  -0.29
C 3.27 2.02 -4.66  -0.14
C 3.10 3.27 -3.79  -0.06
C 5.03 1.10 -3.18  -0.41
O 6.13 1.14 -3.67  0.14
N 4.82 1.48 -1.87  0.23
C 3.70 1.25 -1.11  -0.54
O 3.74 1.60 0.07  -0.04
N 2.62 0.64 -1.65  0.04
C 2.62 0.30 -3.00  -0.45
O 1.68 -0.29 -3.48  0.02
H 4.79 -2.37 -5.14  0.08
H 3.76 -2.13 -3.73  0.03
H 5.43 -1.52 -3.73  0.08
H 3.15 -0.53 -5.52  0.12
H 4.83 0.03 -5.62  0.12
H 2.31 1.77 -5.12  0.12
H 3.99 2.22 -5.45  0.13
H 2.38 3.11 -2.99  0.07
H 2.76 4.09 -4.41  0.08
H 4.05 3.57 -3.35  0.08
H 5.62 1.85 -1.37  0.18
C -8.26 -0.91 -1.38  -0.04
C -6.93 -0.67 -0.73  -0.25
C -6.03 0.26 -1.25  -0.02
C -4.78 0.45 -0.68  -0.09
C -4.43 -0.29 0.43  -0.40
C -5.32 -1.21 0.98  -0.08
C -6.56 -1.40 0.40  -0.03
S -2.87 -0.15 1.30  0.97
C -3.18 1.55 1.88  -0.18
O -1.71 0.02 0.36  -0.58
H -8.51 -0.13 -2.09  0.07
H -9.06 -0.96 -0.63  0.08
H -8.25 -1.86 -1.91  0.09
H -6.31 0.85 -2.12  0.10
H -4.09 1.16 -1.11  0.11
H -5.02 -1.77 1.86  0.11
H -7.25 -2.12 0.82  0.12
H -3.32 2.18 1.01  0.04
H -2.30 1.88 2.44  0.04
H -4.06 1.55 2.52  0.07

---

(2)
A structure of composition C67H77CsN6O4P2, computed with wB97M-V/def2-TZVPD.

Computed properties:
E: -106986.6579 eV
energy above the lowest of the compared OMol25 structures with the same formula, charge and spin: 3.5 kcal/mol
net charge: -2
E_HOMO (alpha / beta): -1.9 / -1.9 eV

Last column: Löwdin charge in e.
Positions of all 157 atoms, in Å:
Cs 0.89 -0.06 0.27  1.19
O 3.24 0.80 -0.27  -0.51
C 4.21 0.29 0.37  -0.47
C 5.00 1.07 1.27  -0.04
C 6.08 0.56 1.95  -0.14
C 6.45 -0.77 1.79  -0.15
C 5.69 -1.57 0.95  -0.09
C 4.59 -1.10 0.24  -0.16
C 3.83 -2.07 -0.57  -0.15
N 2.76 -1.81 -1.21  -0.08
N 2.23 -2.89 -1.91  0.02
C 0.93 -2.79 -2.12  -0.56
O 0.09 -1.94 -1.72  -0.23
C 0.40 -3.95 -2.94  -0.14
C -0.96 -4.22 -2.94  -0.06
C -1.50 -5.24 -3.70  -0.11
C -0.67 -6.03 -4.49  -0.13
C 0.70 -5.78 -4.49  -0.11
C 1.23 -4.76 -3.72  -0.05
H 4.70 2.11 1.39  0.10
H 6.64 1.21 2.62  0.08
H 7.30 -1.19 2.32  0.07
H 5.96 -2.61 0.82  0.10
H 4.22 -3.09 -0.54  0.11
H -1.59 -3.60 -2.30  0.10
H -2.57 -5.42 -3.69  0.09
H -1.08 -6.82 -5.10  0.08
H 1.36 -6.39 -5.10  0.09
H 2.29 -4.56 -3.71  0.10
C -1.76 -4.79 7.33  -0.08
C -2.37 -3.47 6.83  -0.56
C -3.79 -3.77 6.34  -0.05
C -2.44 -2.50 8.02  -0.05
C -1.55 -2.83 5.71  -0.17
C -1.99 -1.69 5.10  0.01
C -1.27 -1.07 4.04  -0.18
N -1.72 -0.10 3.25  0.19
C -2.65 0.80 3.57  -0.18
C -2.90 1.25 4.91  0.01
C -3.82 2.21 5.18  -0.18
C -4.57 2.76 4.08  0.01
C -4.38 2.43 2.78  -0.08
C -3.35 1.42 2.44  -0.30
O -3.15 1.06 1.27  0.01
C -5.17 3.08 1.65  -0.54
C -5.92 2.00 0.85  -0.04
C -4.22 3.84 0.71  -0.04
C -6.21 4.08 2.16  -0.08
C -4.05 2.79 6.57  -0.56
C -3.21 2.09 7.63  -0.07
C -5.53 2.64 6.95  -0.06
C -3.69 4.29 6.57  -0.05
C 0.04 -1.62 3.64  -0.31
O 0.78 -0.95 2.92  -0.17
C 0.40 -2.94 4.17  -0.08
C -0.35 -3.43 5.21  0.01
C 1.55 -3.78 3.59  -0.53
C 1.99 -3.31 2.20  -0.06
C 1.09 -5.24 3.44  -0.06
C 2.75 -3.73 4.54  -0.04
H -2.37 -5.18 8.14  0.08
H -0.75 -4.65 7.70  0.08
H -1.73 -5.54 6.54  0.08
H -4.38 -4.23 7.14  0.08
H -3.77 -4.45 5.49  0.09
H -4.30 -2.86 6.03  0.07
H -3.01 -2.94 8.84  0.08
H -2.92 -1.57 7.73  0.07
H -1.44 -2.26 8.38  0.09
H -2.97 -1.30 5.35  0.11
H -2.27 0.87 5.69  0.10
H -5.32 3.51 4.31  0.08
H -5.23 1.26 0.45  0.07
H -6.47 2.46 0.02  0.08
H -6.65 1.49 1.50  0.08
H -3.44 3.19 0.32  0.06
H -3.75 4.66 1.25  0.08
H -4.78 4.26 -0.13  0.09
H -6.96 3.60 2.80  0.08
H -6.72 4.52 1.31  0.08
H -5.75 4.89 2.73  0.08
H -3.43 1.03 7.67  0.07
H -3.42 2.52 8.61  0.08
H -2.14 2.21 7.44  0.09
H -5.83 1.59 6.92  0.09
H -6.19 3.19 6.28  0.07
H -5.70 3.02 7.96  0.08
H -2.65 4.43 6.28  0.09
H -3.84 4.72 7.56  0.08
H -4.31 4.85 5.87  0.07
H -0.04 -4.37 5.63  0.09
H 1.13 -3.21 1.54  0.09
H 2.68 -4.04 1.77  0.09
H 2.48 -2.34 2.26  0.07
H 0.19 -5.30 2.83  0.09
H 0.87 -5.71 4.40  0.06
H 1.87 -5.82 2.96  0.08
H 3.11 -2.71 4.65  0.09
H 3.57 -4.33 4.14  0.08
H 2.49 -4.11 5.53  0.07
C 2.57 4.74 -1.56  -0.21
N 1.50 3.94 -2.21  -0.50
P 2.08 2.23 -2.22  1.05
C 3.71 2.48 -3.07  -0.32
C 3.82 3.36 -4.15  -0.11
C 5.02 3.51 -4.83  -0.10
C 6.13 2.76 -4.44  -0.11
C 6.03 1.88 -3.38  -0.08
C 4.82 1.74 -2.69  -0.05
C 1.35 1.56 -3.78  -0.34
C 0.73 2.29 -4.78  -0.11
C 0.34 1.68 -5.97  -0.10
C 0.59 0.33 -6.17  -0.11
C 1.17 -0.42 -5.15  -0.08
C 1.54 0.18 -3.96  -0.08
P 0.18 3.83 -1.04  1.00
C -0.32 5.60 -0.89  -0.37
C -0.17 6.56 -1.90  -0.12
C -0.59 7.87 -1.70  -0.10
C -1.17 8.24 -0.49  -0.11
C -1.31 7.30 0.52  -0.10
C -0.87 6.00 0.32  -0.10
C -1.21 3.21 -2.06  -0.37
C -1.81 2.02 -1.65  -0.11
C -2.91 1.52 -2.33  -0.08
C -3.41 2.20 -3.43  -0.08
C -2.82 3.38 -3.85  -0.09
C -1.73 3.89 -3.16  -0.11
H 3.35 4.95 -2.28  0.06
H 3.02 4.22 -0.71  0.08
H 2.16 5.69 -1.21  0.06
H 2.95 3.92 -4.46  0.10
H 5.08 4.19 -5.67  0.09
H 7.07 2.87 -4.98  0.09
H 6.88 1.29 -3.07  0.10
H 4.74 1.05 -1.86  0.09
H 0.57 3.35 -4.64  0.08
H -0.14 2.27 -6.75  0.09
H 0.31 -0.14 -7.10  0.09
H 1.34 -1.48 -5.28  0.10
H 1.99 -0.41 -3.17  0.08
H 0.30 6.28 -2.83  0.10
H -0.46 8.60 -2.49  0.09
H -1.50 9.26 -0.34  0.09
H -1.75 7.59 1.46  0.10
H -0.97 5.27 1.12  0.10
H -1.44 1.48 -0.79  0.04
H -3.36 0.60 -2.01  0.11
H -4.25 1.78 -3.97  0.10
H -3.21 3.91 -4.71  0.09
H -1.28 4.81 -3.49  0.09
N -2.38 -2.03 -5.24  -0.08
N -2.42 -1.19 -4.07  -0.06
H -1.49 -2.55 -5.27  0.04
H -2.38 -1.41 -6.03  0.04
H -1.52 -0.75 -3.88  0.06
H -2.56 -1.82 -3.29  0.04